(1)
The following is a quantum chemistry calculation of a molecular structure, C29H48INO16PS at a distorted geometry, from the OMol25 dataset.

Values from the calculation:
**Multiplicity**: 2
**Gap between HOMO and LUMO (spin up / spin down)**: 8.838 / 8.865 eV
**HOMO level (spin up / spin down)**: -8.64 / -8.79 eV
**Energy**: -3429.69627 Ha

```
97
C29H48INO16PS | the OMol25 dataset | the ωB97M-V functional and the def2-TZVPD basis
I -0.419 0.446 -0.056
S -1.745 0.733 3.579
P -0.690 -0.708 2.809
O -2.080 4.669 -0.831
O 1.128 -3.909 -5.036
O -2.963 3.219 0.646
O -4.048 5.095 0.185
O 2.935 1.336 3.527
O -0.449 -4.340 -3.484
O 4.250 2.290 5.040
O -2.757 -4.936 -0.128
O 7.012 1.342 2.093
O -2.473 3.395 -4.332
O -3.934 1.774 -3.766
O -0.435 -5.499 -5.377
O -1.764 1.637 -3.180
O 5.484 2.808 1.342
O 7.686 3.282 1.253
O 4.130 0.042 4.930
N -2.249 -3.787 0.106
C -1.131 3.721 -3.911
C -0.069 -4.827 0.038
C 8.861 2.688 1.845
C -4.017 3.300 1.607
C 6.619 2.508 1.541
C 3.803 1.116 4.535
C -2.834 2.228 -3.763
C 10.079 2.943 0.996
C 0.179 -4.521 -4.672
C -4.097 -2.524 -0.785
C -0.393 4.462 -4.996
C 2.621 2.745 3.476
C -2.591 -6.615 -5.327
C -3.260 -2.754 0.476
C -4.192 -3.275 1.572
C -1.093 -4.304 2.245
C -0.586 2.341 -3.581
C -4.966 4.294 0.960
C -2.946 4.359 -0.072
C -2.641 -1.386 0.883
C -5.754 5.152 1.916
C 8.432 1.235 1.952
C 2.372 3.180 2.058
C 3.836 3.344 4.159
C -0.273 -2.463 0.655
C -1.401 -6.152 -4.528
C -0.938 -3.830 0.802
C -1.686 -5.064 -3.510
C -1.114 -1.258 1.101
H -3.413 -6.868 -4.656
H 0.651 -2.489 1.243
H -1.602 -3.596 2.893
H -3.141 -1.051 1.796
H -3.464 -2.174 -1.602
H -0.727 -1.880 3.579
H 8.975 3.127 2.840
H -1.914 -5.433 -2.512
H -0.100 -4.495 2.657
H 8.651 0.679 1.037
H -2.916 -5.824 -6.004
H -5.089 5.851 2.424
H -0.554 3.976 -5.959
H 9.849 2.752 -0.053
H 10.892 2.286 1.307
H -4.440 2.312 1.766
H -6.517 5.726 1.394
H -3.685 -3.439 2.521
H -0.155 1.843 -4.454
H -0.242 -4.666 -1.024
H 3.617 4.237 4.738
H 0.676 -0.426 2.688
H 0.023 -2.333 -0.385
H 1.730 2.893 4.095
H -0.894 -6.996 -4.053
H 10.415 3.974 1.089
H -1.643 -5.244 2.255
H -4.953 -2.513 1.745
H -0.334 -5.852 0.283
H -2.480 -4.390 -3.842
H 3.127 2.766 1.392
H -3.606 3.676 2.548
H -0.738 5.492 -5.072
H 0.133 2.343 -2.766
H -4.691 -4.185 1.247
H -1.216 4.322 -3.003
H -4.882 -1.795 -0.590
H 0.987 -4.641 0.232
H -4.554 -3.463 -1.096
H 1.395 2.817 1.744
H 4.638 3.544 3.446
H -5.625 3.787 0.250
H 0.675 4.473 -4.777
H 8.843 0.712 2.810
H -2.931 -0.669 0.124
H 2.385 4.268 1.975
H -2.350 -7.495 -5.922
H -6.244 4.524 2.661
```

Here are the Mulliken charges for atoms 1 to 8, given in e: I 0.42; S -0.38; P 0.33; O -0.57; O -0.55; O -0.06; O -0.37; O -0.27

---

(2)
The following is a quantum chemistry calculation of 40 unconnected molecules or ions with the total composition H80O40 at a distorted geometry, from the OMol25 dataset.

Values from the calculation:
**Gap between HOMO and LUMO**: 9.979 eV
**HOMO level**: -10.51 eV
**Energy**: -3057.50953 Ha
**Energy above the lowest of the compared OMol25 structures with the same formula, charge and spin**: 6.743 eV

```
120
H80O40 | the OMol25 dataset | the ωB97M-V functional and the def2-TZVPD basis
O 1.306 -4.818 2.802
O -4.076 2.852 1.575
O 2.046 0.755 2.448
O -2.789 -4.534 -3.645
O 1.420 -1.952 -1.243
O -1.326 2.273 4.363
O -3.569 1.476 -5.133
O -3.709 -2.417 -2.363
O 0.161 2.896 -3.359
O 2.573 2.833 0.444
O -1.501 1.462 -0.456
O -3.734 0.296 5.211
O -1.152 0.357 5.992
O 2.763 2.860 -4.707
O -1.379 -1.931 -1.053
O -0.117 -3.760 -3.221
O 3.924 -1.163 -0.497
O -1.515 0.619 -3.107
O -1.366 2.845 1.845
O -3.840 3.717 -3.661
O 1.938 -0.503 -4.167
O -1.386 -1.303 3.865
O -0.833 3.112 -5.825
O 4.768 -0.621 1.768
O 0.926 4.952 1.222
O 0.976 -2.855 4.611
O 4.652 1.963 2.392
O 3.383 1.568 -1.852
O 0.897 1.109 -6.132
O 3.813 -4.034 2.152
O -2.701 -4.162 2.144
O -0.503 4.783 -1.524
O 5.267 -3.755 0.115
O 3.324 -1.965 3.911
O 0.858 0.653 -0.630
O -3.554 -0.054 0.153
O -2.972 3.844 -1.382
O -0.360 -4.038 0.982
O -3.340 -1.749 2.060
O -0.062 -0.789 1.638
H 2.545 1.970 -1.536
H 3.791 -2.632 3.202
H 1.207 -0.354 -3.611
H -1.149 -1.248 -0.332
H -2.160 3.421 1.866
H 4.535 -0.707 0.834
H 4.146 -3.733 1.289
H -0.378 2.226 -5.975
H 0.784 0.584 0.313
H 2.359 1.919 0.098
H -2.920 4.041 -3.349
H -0.303 -3.448 -2.322
H -4.902 2.439 1.726
H 2.179 -4.670 2.310
H -0.069 0.943 -1.028
H -2.943 -1.486 2.826
H -0.685 -1.728 4.320
H -2.195 -4.889 -3.078
H -2.077 2.110 -1.056
H 4.107 2.110 -1.682
H 0.430 4.357 1.738
H 4.930 -2.932 -0.375
H -1.470 2.145 3.429
H 2.610 -0.002 -3.663
H 1.731 1.514 -6.184
H -3.257 -2.384 -1.512
H 3.819 -0.460 -1.197
H 2.102 3.218 -4.105
H 4.306 -4.805 2.498
H -1.763 0.770 -4.025
H -1.869 3.143 4.554
H 1.010 0.689 -5.265
H -2.042 4.411 -1.241
H -3.520 4.325 -0.797
H 1.469 1.078 3.207
H -4.019 -0.636 5.001
H -1.660 -0.576 4.399
H -0.633 -0.710 2.464
H -1.793 -0.049 -2.566
H 1.690 4.510 0.846
H 0.231 -4.803 1.164
H 2.951 -1.483 -0.568
H -0.358 4.037 -2.116
H -0.760 -2.552 -0.467
H -0.463 3.009 -4.185
H 2.787 1.262 2.340
H 4.769 1.833 3.244
H -4.216 3.748 -2.811
H 4.995 -4.400 -0.529
H -1.716 2.725 -5.998
H -3.648 2.139 0.962
H -1.400 2.332 0.994
H 0.746 -0.379 1.875
H 3.199 2.826 1.234
H -1.891 -4.015 2.590
H -0.307 2.073 -3.005
H -3.635 -3.362 -2.781
H -3.273 -0.546 0.965
H 1.791 -2.435 4.583
H -0.930 1.194 5.578
H -2.224 0.795 -0.253
H -3.640 -0.715 -0.525
H -4.195 0.624 -5.109
H 3.149 2.296 -4.048
H 0.123 4.715 -0.828
H 0.776 -3.388 -3.616
H -3.412 -2.671 1.965
H 5.056 1.122 1.916
H -2.008 0.474 6.213
H 1.381 -4.211 3.453
H 1.057 -1.134 -1.106
H -2.484 -3.875 1.180
H -3.955 0.932 4.571
H 0.895 -3.105 5.492
H 5.473 -1.387 1.715
H -2.192 -3.938 -4.090
H 3.443 -1.116 3.516
H -0.301 -3.526 1.739
H 1.149 -2.526 -0.410
H -4.114 2.135 -4.600
```

Here are the Mulliken charges for atoms 1 to 8, given in e: O -0.82; O -0.70; O -0.30; O -0.68; O -0.76; O -0.59; O -0.66; O -0.70

---

(3)
The following is a quantum chemistry calculation of a gas-phase ion, C9H17N3O (charge +2) at a distorted geometry, from the OMol25 dataset.

Values from the calculation:
**Charge**: +2
**Gap between HOMO and LUMO**: 8.866 eV
**HOMO level**: -17.52 eV
**Energy**: -591.94711 Ha
**Energy above the lowest of the compared OMol25 structures with the same formula, charge and spin**: 0.601 eV

```
30
C9H17N3O | the OMol25 dataset | the ωB97M-V functional and the def2-TZVPD basis
O 2.063 -0.133 1.494
N 0.027 0.479 0.188
N -0.303 -2.332 0.954
N 0.132 -2.899 -1.096
C 0.688 -0.611 -0.449
C 2.754 0.664 -1.282
C -1.738 1.892 -0.638
C 3.173 0.199 1.180
C 0.163 -1.974 -0.207
C -1.473 0.594 0.140
C -2.158 0.631 1.472
C 3.478 0.824 -0.151
C 1.667 -0.322 -1.425
H 1.722 -1.156 -2.178
H -2.072 -0.207 2.094
H 0.573 0.360 1.168
H -1.756 1.520 2.000
H -2.750 2.249 -0.756
H -1.718 -0.378 -0.269
H -1.246 2.775 -0.323
H 0.050 -3.896 -1.017
H -1.416 1.821 -1.672
H -0.248 -1.811 1.785
H -0.510 -3.325 1.114
H -3.162 0.902 1.266
H 4.021 -0.218 1.818
H 3.089 1.099 -2.231
H 0.459 1.296 -0.188
H 0.258 -2.744 -2.065
H 4.351 1.449 -0.250
```

Here are the Mulliken charges for atoms 1 to 8, given in e: O -0.56; N -0.03; N -0.27; N -0.39; C 0.37; C -0.50; C -1.62; C -0.03

---

(4)
The following is a quantum chemistry calculation of a molecular structure, C51H45As2Cl2IN2PW at a distorted geometry, from the OMol25 dataset.

Values from the calculation:
**Multiplicity**: 3
**Charge**: +1
**Gap between HOMO and LUMO (spin up / spin down)**: 5.729 / 6.661 eV
**HOMO level (spin up / spin down)**: -9.23 / -10.17 eV
**Energy**: -8177.77328 Ha

```
105
C51H45As2Cl2IN2PW | the OMol25 dataset | the ωB97M-V functional and the def2-TZVPD basis
W -1.032 0.451 0.292
I -1.418 1.523 2.822
As -0.650 0.768 -2.316
As -1.425 3.214 -0.159
Cl -4.713 1.739 -2.515
Cl -3.135 -1.288 1.622
P 1.669 0.353 0.864
N -0.645 -1.336 0.098
N -2.726 0.718 -0.412
C 1.875 1.044 6.360
C -4.296 -0.948 0.394
C -1.801 -4.601 -0.699
C 3.543 0.938 4.597
C 2.329 1.737 -0.180
C -1.424 2.443 -2.939
C -0.862 -4.009 -3.241
C -3.188 3.656 0.554
C -1.658 -5.131 -3.043
C -4.962 0.422 -1.426
C 0.488 -5.023 2.953
C -6.423 -1.298 -0.610
C 0.843 0.769 -3.569
C -6.160 -0.266 -1.493
C 2.519 0.789 3.608
C 0.295 -2.839 3.929
C 3.495 -3.307 0.632
C -5.489 -1.636 0.360
C -1.845 -0.484 -3.213
C -0.977 -3.489 -0.881
C -0.234 -3.163 1.580
C -0.616 -2.601 0.258
C 2.698 4.125 -0.172
C 1.203 0.770 4.100
C 0.088 -4.517 1.727
C -2.320 3.731 -4.765
C 2.538 -1.441 -1.172
C 4.218 0.700 1.890
C 5.222 0.855 2.864
C 2.458 -1.168 0.189
C -3.953 0.083 -0.510
C 3.120 -2.615 -1.634
C -0.109 -2.338 2.704
C -1.720 2.578 -4.292
C 4.892 0.961 4.185
C -2.314 4.638 -2.542
C -1.730 3.472 -2.059
C 0.842 0.897 5.395
C 3.180 1.063 5.966
C 2.938 -2.121 1.089
C -0.662 4.965 0.243
C 2.892 0.657 2.238
C -2.140 -5.411 -1.772
C 3.194 1.630 -1.263
C -0.543 -3.190 -2.170
C -2.615 4.769 -3.887
C 3.547 4.010 -1.267
C 2.080 3.001 0.355
C 3.787 2.763 -1.813
C 3.594 -3.554 -0.732
C 0.590 -4.192 4.061
H -0.269 4.964 1.258
H 5.665 1.060 4.940
H 2.537 5.092 0.287
H 0.902 -4.595 5.017
H 3.853 -4.040 1.346
H 2.888 -1.937 2.155
H 6.261 0.880 2.557
H -1.321 -1.001 -4.008
H 3.190 -2.802 -2.701
H 0.067 -5.175 0.870
H 4.508 0.614 0.849
H -1.910 -5.776 -3.876
H -2.567 3.818 -5.817
H -2.541 5.449 -1.864
H -7.366 -1.830 -0.663
H -0.483 -3.775 -4.230
H 3.971 1.182 6.700
H 0.414 0.888 -4.557
H -3.791 2.762 0.659
H -0.325 -1.287 2.627
H -2.783 -6.269 -1.614
H 1.414 -0.155 -3.533
H -3.685 4.345 -0.123
H 0.389 -2.168 4.776
H 2.134 -0.734 -1.878
H 3.451 0.663 -1.671
H -1.450 5.707 0.173
H 0.735 -6.075 3.041
H 1.465 3.095 1.241
H -6.889 0.016 -2.242
H -2.676 0.081 -3.623
H -3.063 4.123 1.525
H 4.465 2.658 -2.654
H -2.210 -4.814 0.282
H 4.037 -4.478 -1.089
H 0.064 -2.312 -2.321
H 4.036 4.889 -1.672
H 1.490 1.612 -3.348
H -5.682 -2.425 1.077
H -0.199 0.899 5.705
H -1.512 1.773 -4.984
H -2.224 -1.210 -2.504
H 1.613 1.147 7.406
H -3.086 5.675 -4.251
H 0.129 5.198 -0.455
```

Here are the Mulliken charges for atoms 1 to 8, given in e: W -2.12; I -0.28; As 1.58; As 1.86; Cl -0.11; Cl 0.02; P 1.06; N 0.23

---

(5)
The following is a quantum chemistry calculation of a molecular structure, C4H14NO3 at a distorted geometry, from the OMol25 dataset.

Values from the calculation:
**Charge**: -1
**Gap between HOMO and LUMO**: 8.224 eV
**HOMO level**: -4.36 eV
**Energy**: -441.26494 Ha
**Energy above the lowest of the compared OMol25 structures with the same formula, charge and spin**: 1.466 eV

```
22
C4H14NO3 | the OMol25 dataset | the ωB97M-V functional and the def2-TZVPD basis
O 0.078 -1.322 -0.198
O 4.020 -2.087 -1.033
O 2.224 -0.317 -0.176
N -2.686 -0.270 -0.641
C -0.597 -0.426 0.579
C -0.860 2.654 0.848
C -1.880 1.545 0.772
C -1.493 0.500 -0.247
H 0.080 0.261 1.227
H -2.381 -1.169 -0.997
H -1.976 1.068 1.823
H 1.146 -0.949 -0.166
H -1.209 -1.020 1.252
H 4.802 -1.715 -0.880
H 0.134 2.328 1.009
H -0.976 3.108 -0.105
H -1.172 3.315 1.657
H -2.886 2.076 0.574
H 2.550 -0.106 0.601
H -0.978 0.764 -1.227
H -3.241 -0.493 0.114
H 3.318 -1.406 -0.860
```

Here are the Mulliken charges for atoms 1 to 8, given in e: O -0.68; O -0.67; O -0.98; N -0.86; C -0.66; C -1.24; C -0.69; C 0.77

---

(6)
The following is a quantum chemistry calculation of 2 unconnected molecules or ions with the total composition C4H4ClNS at a distorted geometry, from the OMol25 dataset.

Values from the calculation:
**Gap between HOMO and LUMO (spin up / spin down)**: 7.405 / 7.404 eV
**HOMO level (spin up / spin down)**: -8.96 / -8.96 eV
**Energy**: -1067.68434 Ha
**Energy above the lowest of the compared OMol25 structures with the same formula, charge and spin**: 7.133 eV

```
11
C4H4ClNS | the OMol25 dataset | the ωB97M-V functional and the def2-TZVPD basis
Cl 0.850 -2.509 -0.806
S 0.047 0.957 -0.794
N -2.021 -1.387 1.642
C 0.571 1.842 0.804
C -0.853 -0.290 -0.284
C 0.759 -1.694 -2.244
C -1.320 -0.862 0.879
H 1.607 2.015 0.627
H 0.149 2.717 1.248
H -0.259 -1.712 -2.536
H 0.470 0.924 1.463
```

Here are the Mulliken charges for atoms 1 to 8, given in e: Cl 0.00; S 0.12; N -0.40; C -0.77; C -0.20; C -0.23; C 0.37; H 0.31

---

(7)
The following is a quantum chemistry calculation of 10 unconnected molecules or ions with the total composition C16H51FN19O11P2S at a distorted geometry, from the OMol25 dataset.

Values from the calculation:
**Charge**: -1
**Gap between HOMO and LUMO**: 6.294 eV
**HOMO level**: -4.59 eV
**Energy**: -3689.29408 Ha

```
101
C16H51FN19O11P2S | the OMol25 dataset | the ωB97M-V functional and the def2-TZVPD basis
S 4.353 -4.168 -1.600
P 6.153 -0.422 -3.406
P 5.794 -2.828 -1.705
F 5.674 1.740 -1.008
O 2.934 1.719 -2.189
O -10.065 2.033 7.239
O -12.375 0.253 9.781
O -0.467 -1.241 -9.732
O 1.919 -0.497 -2.127
O -2.308 -1.054 1.503
O -7.413 0.754 2.578
O 8.058 4.836 1.522
O 1.135 -4.388 -0.355
O 2.947 1.257 3.581
O 4.127 -1.314 -7.124
N -0.024 -1.735 -11.885
N 0.112 -3.011 -1.815
N -1.034 0.753 1.939
N -0.877 -4.951 -1.198
N 2.312 -1.028 -8.426
N -0.343 -0.788 0.432
N -5.601 2.079 2.389
N 1.332 0.453 4.929
N -11.037 2.276 5.221
N -9.021 1.263 5.397
N 2.598 2.206 5.594
N -13.185 -1.648 8.883
N -5.407 -0.159 2.115
N 6.463 6.116 2.467
N -1.278 -3.141 -10.630
N 2.117 -0.955 -6.172
N 5.891 4.252 1.317
N -11.932 -0.242 7.628
N 5.054 -1.345 -2.372
C -0.582 -1.991 -10.688
C 3.003 0.276 -1.922
C 7.861 -0.097 -2.634
C -10.042 1.868 6.030
C 2.928 -1.112 -7.234
C 4.550 0.794 1.032
C 4.347 -0.519 -1.322
C 5.318 0.436 -0.410
C -12.490 -0.498 8.825
C -1.293 -0.405 1.304
C 6.879 5.054 1.754
C 5.368 1.114 -4.207
C -6.217 0.883 2.373
C 2.332 1.302 4.634
C 4.556 -0.491 2.083
C 0.184 -4.133 -1.076
H -13.621 -1.879 9.767
H 2.886 -1.140 -9.251
H 5.176 1.646 1.587
H -0.862 -5.806 -0.658
H -8.984 1.118 4.402
H 5.318 -1.331 1.716
H 2.541 -1.011 -5.256
H 4.880 -0.174 3.164
H -11.825 2.736 5.657
H 6.162 3.442 0.776
H -11.400 0.614 7.542
H -0.108 -2.341 -12.684
H 0.891 -2.367 -1.753
H 1.127 -0.788 -6.243
H -1.384 -3.772 -11.406
H -8.251 0.941 5.969
H -4.419 -0.072 1.944
H -1.669 -4.758 -1.787
H 5.497 6.312 2.669
H 5.232 2.044 -3.510
H 6.013 1.361 -5.180
H 3.344 2.865 5.412
H -13.291 -2.279 8.107
H 4.915 4.415 1.498
H -0.663 -2.783 -2.415
H 7.175 6.745 2.815
H 6.723 -3.329 -2.727
H -6.175 2.890 2.580
H -4.617 2.206 2.222
H 2.102 2.260 6.468
H 3.499 -1.012 2.130
H 6.490 -2.634 -0.452
H 6.290 -0.172 -0.079
H 7.861 0.329 -1.545
H -12.015 -0.848 6.830
H -1.714 -3.372 -9.747
H 0.499 -0.267 0.255
H 8.591 -1.018 -2.650
H 1.325 -0.862 -8.537
H -1.724 1.078 2.604
H 0.508 -0.879 -11.972
H 3.880 -1.312 -0.559
H -0.499 -1.654 -0.067
H 0.813 0.474 5.791
H -0.204 1.301 1.789
H 1.099 -0.244 4.234
H 8.387 0.737 -3.308
H -5.830 -1.077 2.094
H 4.307 0.773 -4.636
H -11.036 2.149 4.223
H 3.449 1.187 0.864
```

Here are the Mulliken charges for atoms 1 to 8, given in e: S -0.37; P 0.06; P 0.14; F -0.29; O -0.68; O -0.71; O -0.65; O -0.69